1.
DFT (wB97M-V/def2-TZVPD) results for an isolated ion of composition C26H53FN3O2P2 and charge +1.

The charge is +1. The HOMO-LUMO gap comes out at 8.51 eV.

```
87
Properties=species:S:1:pos:R:3:lowdin_charge:R:1
C 5.329 0.361 -3.304 -0.09
C 3.846 0.656 -3.024 -0.22
C 3.212 -0.488 -2.241 -0.21
O 1.960 -0.187 -1.638 -0.17
C 1.997 0.780 -0.621 -0.16
C 0.637 0.833 0.070 -0.22
C 0.690 1.898 1.258 -0.10
C 1.985 2.671 1.552 -0.17
C 2.261 3.926 0.709 -0.28
N 1.209 4.928 0.696 0.02
C 0.294 -0.415 0.839 -0.18
C 1.347 -1.256 1.470 -0.04
C 2.009 -2.265 0.506 -0.15
F 1.938 -3.527 1.065 -0.03
N -0.977 -0.572 0.965 -0.10
P -1.946 -1.832 1.875 1.11
C -1.154 -3.419 1.443 -0.39
C -2.123 -4.504 1.970 -0.13
C -1.317 -1.575 3.596 -0.38
C -2.406 -1.887 4.647 -0.15
C -1.747 0.436 0.182 -0.35
P -2.698 1.787 1.137 1.01
C -3.884 2.216 -0.208 -0.27
C -3.835 0.867 2.267 -0.44
C -3.497 1.133 3.740 -0.17
C -0.662 0.963 -0.827 -0.30
C -0.903 2.397 -1.344 -0.19
C 0.211 2.991 -2.230 -0.04
C -0.743 0.073 -2.102 -0.03
C -0.754 -1.448 -2.020 -0.43
O -1.541 -2.032 -1.299 0.05
N 0.146 -2.126 -2.837 -0.14
C 0.056 -1.701 -4.252 -0.03
C -0.013 -3.583 -2.717 -0.05
H 5.531 -0.713 -3.251 0.08
H 5.975 0.836 -2.566 0.08
H 5.626 0.694 -4.296 0.07
H 3.763 1.591 -2.467 0.10
H 3.317 0.775 -3.972 0.11
H 2.999 -1.317 -2.919 0.13
H 3.916 -0.860 -1.481 0.12
H 2.786 0.533 0.103 0.13
H 2.239 1.768 -1.009 0.10
H -0.117 2.616 1.132 0.06
H 0.437 1.370 2.183 0.11
H 1.880 3.032 2.581 0.12
H 2.862 2.019 1.565 0.11
H 3.147 4.405 1.134 0.12
H 2.528 3.677 -0.320 0.09
H 0.956 5.220 1.633 0.08
H 0.367 4.621 0.227 0.04
H 0.975 -1.798 2.336 0.10
H 2.111 -0.568 1.839 0.13
H 3.066 -2.033 0.379 0.12
H 1.531 -2.286 -0.472 0.11
H -0.185 -3.533 1.924 0.06
H -1.043 -3.500 0.363 0.05
H -2.861 -4.766 1.214 0.08
H -1.566 -5.402 2.235 0.08
H -2.668 -4.193 2.866 0.05
H -0.461 -2.234 3.759 0.07
H -0.947 -0.552 3.701 0.06
H -2.143 -2.771 5.225 0.07
H -2.517 -1.063 5.351 0.06
H -3.386 -2.043 4.191 0.06
H -2.504 -0.131 -0.362 0.10
H -4.045 1.411 -0.930 0.05
H -3.551 3.098 -0.748 0.03
H -4.842 2.435 0.261 0.04
H -4.829 1.263 2.050 0.07
H -3.888 -0.199 2.051 0.02
H -3.809 2.135 4.031 0.07
H -4.014 0.422 4.388 0.06
H -2.426 1.047 3.939 0.04
H -1.130 3.065 -0.512 0.07
H -1.807 2.368 -1.951 0.10
H -0.222 3.442 -3.123 0.09
H 0.909 2.236 -2.588 0.06
H 0.777 3.778 -1.734 0.06
H -1.711 0.332 -2.547 0.15
H 0.024 0.378 -2.803 0.09
H 0.501 -2.483 -4.863 0.09
H -0.979 -1.566 -4.581 0.11
H 0.611 -0.780 -4.423 0.08
H -0.978 -3.927 -3.099 0.10
H 0.086 -3.888 -1.678 0.07
H 0.783 -4.056 -3.290 0.09
```

***

2.
DFT (wB97M-V/def2-TZVPD) results for a 3-piece molecular cluster, C26H53FNO9P2 overall.

Its spin multiplicity is 2. The HOMO-LUMO gap (spin up / spin down) comes out at 7.46 / 8.04 eV.

```
92
Properties=species:S:1:pos:R:3:mulliken_spin:R:1
C 3.109 -2.798 1.614 0.00
C 2.197 -3.410 1.133 0.00
C 1.121 -4.297 0.431 0.00
C -0.225 -3.479 0.126 0.00
C -1.074 -4.332 -0.904 0.00
C -1.853 -5.549 -0.296 0.00
F -1.071 -6.400 0.532 0.00
C 0.071 -2.066 -0.548 0.01
C -0.477 -0.806 0.242 0.05
C 0.543 -0.277 1.368 0.00
C -0.514 0.378 -0.839 0.00
N -1.877 -0.942 0.732 0.28
O -2.102 0.097 1.504 0.62
C -2.110 -2.189 1.532 0.01
C -3.494 -2.799 1.004 0.02
C -2.394 -1.851 3.071 0.00
C -0.925 -3.234 1.525 0.00
H 3.885 -2.248 2.186 0.00
H 1.553 -4.624 -0.558 0.00
H 0.953 -5.163 1.119 0.00
H -0.377 -4.705 -1.713 0.00
H -1.832 -3.664 -1.393 0.00
H -2.194 -6.186 -1.170 0.00
H -2.781 -5.285 0.270 0.00
H 1.151 -1.865 -0.771 0.00
H -0.458 -2.047 -1.552 0.00
H 1.556 -0.699 1.104 0.00
H 0.227 -0.573 2.401 0.01
H 0.641 0.838 1.274 -0.01
H -0.831 1.348 -0.373 0.00
H -1.303 0.101 -1.602 0.00
H 0.458 0.446 -1.399 0.00
H -3.839 -3.641 1.678 0.00
H -3.394 -3.244 -0.019 0.00
H -4.252 -1.974 1.014 -0.01
H -1.538 -1.332 3.569 0.00
H -2.477 -2.867 3.572 0.00
H -3.386 -1.356 3.227 0.00
H -0.163 -2.861 2.277 0.00
H -1.297 -4.211 1.963 0.00
O 6.295 -1.046 0.812 0.00
P 7.367 -0.080 0.346 0.00
O 6.395 1.241 0.141 0.00
C 5.921 1.916 1.302 0.00
C 7.006 2.776 1.923 0.00
O 7.401 -0.643 -1.211 0.00
C 7.268 -2.042 -1.469 0.00
C 5.889 -2.331 -2.029 0.00
O 8.723 0.859 0.002 0.00
C 9.106 1.298 -1.303 0.00
C 8.148 2.276 -1.951 0.00
H 5.535 1.193 2.028 0.00
H 5.087 2.547 0.988 0.00
H 7.824 2.159 2.304 0.00
H 6.605 3.365 2.750 0.00
H 7.434 3.455 1.183 0.00
H 7.464 -2.630 -0.570 0.00
H 8.029 -2.315 -2.205 0.00
H 5.104 -1.932 -1.384 0.00
H 5.732 -3.405 -2.146 0.00
H 5.768 -1.851 -3.003 0.00
H 9.311 0.447 -1.953 0.00
H 10.066 1.805 -1.167 0.00
H 7.214 1.793 -2.238 0.00
H 8.597 2.695 -2.854 0.00
H 7.906 3.094 -1.271 0.00
O -4.931 1.627 -1.640 0.00
P -5.039 2.852 -0.750 0.00
O -6.320 2.316 0.148 0.00
C -6.082 1.301 1.119 0.00
C -5.414 1.867 2.358 0.00
O -5.838 3.768 -1.877 0.00
C -5.466 3.695 -3.252 0.00
C -6.511 2.914 -4.025 0.00
O -4.958 4.218 0.239 0.00
C -5.855 5.327 0.181 0.00
C -7.283 5.011 0.577 0.00
H -5.479 0.497 0.686 0.00
H -7.053 0.879 1.386 0.00
H -4.412 2.237 2.127 0.00
H -5.328 1.103 3.133 0.00
H -5.984 2.710 2.755 0.00
H -4.474 3.257 -3.371 0.00
H -5.415 4.718 -3.636 0.00
H -6.696 1.938 -3.572 0.00
H -6.201 2.765 -5.062 0.00
H -7.465 3.447 -4.018 0.00
H -5.808 5.813 -0.794 0.00
H -5.460 6.056 0.894 0.00
H -7.780 4.394 -0.171 0.00
H -7.854 5.936 0.678 0.00
H -7.315 4.475 1.527 0.00
```

***

3.
DFT (wB97M-V/def2-TZVPD) results for a 7-piece molecular cluster, C26H53N10O10 overall.

The charge is +1. The HOMO-LUMO gap comes out at 6.55 eV.

```
99
Properties=species:S:1:pos:R:3:lowdin_charge:R:1
C -3.964 -0.843 -1.457 0.15
C -2.822 -0.531 -1.141 -0.03
C -1.403 -0.160 -0.676 -0.26
C -1.218 1.403 -0.559 -0.04
N 0.143 1.766 -0.042 0.15
C 1.085 0.614 0.077 -0.18
O 2.444 1.087 0.064 -0.06
N 2.619 2.205 0.882 0.02
O 2.634 1.923 2.021 0.11
C 0.927 -0.496 -1.039 -0.34
C 1.958 -0.330 -2.266 -0.16
N 3.256 -0.957 -2.033 0.02
N 1.246 -1.850 -0.430 0.19
C 0.737 -2.679 -1.233 -0.26
O 0.524 -3.469 -2.064 0.21
O -0.392 -0.606 -1.609 -0.06
H -4.987 -1.275 -1.407 0.03
H -1.294 -0.656 0.328 0.14
H -2.044 1.901 0.030 0.13
H -1.294 1.830 -1.594 0.16
H 0.012 2.135 0.914 0.16
H 0.499 2.529 -0.640 0.19
H 0.924 0.130 1.091 0.15
H 1.524 -0.834 -3.173 0.14
H 2.072 0.748 -2.570 0.11
H 3.615 -0.795 -1.097 0.07
H 3.250 -1.953 -2.222 0.07
C -0.403 -1.583 2.932 -0.33
O -0.721 -0.459 2.556 -0.03
N 0.268 -1.858 4.063 -0.19
C 0.610 -3.216 4.444 -0.04
C 0.664 -0.761 4.931 -0.03
H -0.655 -2.482 2.348 0.14
H 0.153 -3.444 5.409 0.10
H 1.695 -3.303 4.528 0.10
H 0.252 -3.929 3.703 0.09
H -0.226 -0.217 5.253 0.10
H 1.309 -0.076 4.376 0.09
H 1.196 -1.139 5.801 0.09
C -7.160 -3.277 -1.169 -0.33
O -6.815 -2.294 -1.803 -0.02
N -7.708 -3.254 0.065 -0.20
C -8.096 -4.467 0.758 -0.05
C -7.915 -1.972 0.716 -0.04
H -7.047 -4.295 -1.573 0.14
H -9.166 -4.433 0.971 0.09
H -7.541 -4.539 1.696 0.09
H -7.883 -5.345 0.150 0.09
H -8.572 -1.356 0.101 0.10
H -6.956 -1.461 0.821 0.09
H -8.362 -2.115 1.698 0.09
C 6.430 5.624 3.595 -0.35
O 5.780 6.608 3.312 0.02
N 6.050 4.345 3.350 -0.20
C 6.876 3.211 3.715 -0.06
C 4.774 4.110 2.702 -0.06
H 7.412 5.698 4.089 0.13
H 7.122 2.641 2.816 0.09
H 6.325 2.573 4.410 0.09
H 7.798 3.542 4.190 0.09
H 4.770 4.605 1.728 0.10
H 3.976 4.537 3.313 0.09
H 4.606 3.046 2.572 0.05
C -0.705 -7.826 -3.088 -0.35
O -1.230 -8.891 -3.330 0.02
N 0.632 -7.614 -3.011 -0.20
C 1.187 -6.310 -2.716 -0.07
C 1.532 -8.732 -3.232 -0.04
H -1.298 -6.914 -2.905 0.13
H 1.825 -5.995 -3.546 0.09
H 1.784 -6.372 -1.802 0.09
H 0.398 -5.578 -2.577 0.05
H 1.365 -9.140 -4.230 0.09
H 1.324 -9.514 -2.499 0.09
H 2.568 -8.409 -3.138 0.08
C -2.585 4.633 1.594 -0.31
O -2.166 3.831 0.771 -0.02
N -1.869 5.140 2.616 -0.19
C -2.436 6.091 3.557 -0.04
C -0.489 4.722 2.783 -0.04
H -3.616 5.013 1.557 0.14
H -1.858 7.016 3.523 0.10
H -2.390 5.671 4.563 0.10
H -3.473 6.310 3.308 0.09
H 0.077 4.979 1.885 0.09
H -0.455 3.637 2.922 0.08
H -0.046 5.214 3.646 0.09
C 0.901 3.845 -4.426 -0.35
O 1.359 3.851 -3.294 -0.02
N 1.505 3.310 -5.503 -0.20
C 0.898 3.339 -6.821 -0.05
C 2.803 2.686 -5.339 -0.03
H -0.078 4.292 -4.657 0.13
H 0.762 2.315 -7.176 0.09
H 1.554 3.877 -7.508 0.09
H -0.070 3.836 -6.790 0.09
H 2.723 1.869 -4.620 0.08
H 3.511 3.421 -4.951 0.10
H 3.164 2.300 -6.290 0.09
```

***

4.
DFT (wB97M-V/def2-TZVPD) results for C26H54AlCl38OSi as an isolated structure.

The charge is -1. The HOMO-LUMO gap comes out at 6.17 eV.

```
121
Properties=species:S:1:pos:R:3:lowdin_charge:R:1
C -0.866 2.760 3.648 -0.22
C -0.706 1.681 2.533 -0.38
C 0.124 2.223 1.368 -0.73
Cl -0.619 3.779 0.780 0.53
Al 0.471 0.882 -0.129 0.23
C -0.018 1.553 -2.024 -0.26
C -1.289 2.272 -2.222 -0.90
O -1.400 3.146 -2.990 -0.06
Cl -2.738 1.859 -1.282 0.67
Si -0.508 -1.284 0.234 0.45
C 0.076 -2.116 1.866 -0.28
C 0.182 -2.426 -1.163 -0.23
C -2.412 -1.365 0.069 -0.27
H -1.725 3.399 3.483 0.05
H -0.004 3.401 3.572 -0.01
H -0.873 2.311 4.634 0.01
H -1.716 1.431 2.208 0.03
H -0.214 0.845 3.025 0.09
H 1.085 2.500 1.796 0.03
H 2.078 0.636 -0.164 -0.06
H -0.071 0.653 -2.642 0.07
H 0.810 2.138 -2.401 -0.05
H -0.144 -3.182 1.771 -0.07
H -0.409 -1.711 2.748 -0.01
H 1.159 -2.009 1.905 0.01
H -0.540 -2.459 -1.978 0.01
H 1.052 -1.927 -1.587 -0.02
H 0.434 -3.425 -0.816 0.00
H -2.948 -0.587 0.604 -0.01
H -2.632 -1.218 -0.989 0.00
H -2.795 -2.355 0.295 -0.05
C -3.807 0.838 5.696 -1.00
Cl -3.528 0.916 3.955 0.60
Cl -2.457 0.072 6.546 0.49
H -3.930 1.846 6.076 0.03
H -4.704 0.257 5.877 0.02
C 0.910 4.115 -4.809 -1.02
Cl 1.363 3.597 -6.448 0.52
Cl 2.068 3.557 -3.600 0.62
H 0.878 5.197 -4.784 -0.01
H -0.066 3.705 -4.568 -0.01
C 0.337 -2.661 6.403 -1.02
Cl 1.282 -1.993 5.076 0.54
Cl 0.031 -1.449 7.659 0.46
H -0.616 -3.006 6.016 0.03
H 0.890 -3.493 6.831 -0.10
C -2.712 4.764 -5.874 -1.02
Cl -1.509 6.040 -6.095 0.54
Cl -4.268 5.206 -6.594 0.53
H -2.352 3.858 -6.350 0.03
H -2.853 4.597 -4.811 -0.02
C 2.336 2.903 6.048 -1.04
Cl 1.578 1.303 6.041 0.51
Cl 1.166 4.184 5.703 0.55
H 2.775 3.081 7.023 0.02
H 3.099 2.921 5.286 -0.05
C -1.146 -6.102 0.725 -1.03
Cl 0.279 -6.398 1.734 0.48
Cl -2.003 -4.652 1.243 0.61
H -0.824 -5.968 -0.302 0.02
H -1.812 -6.953 0.800 -0.01
C 0.937 -10.225 0.409 -1.06
Cl 0.326 -11.856 0.727 0.50
Cl -0.337 -9.142 -0.162 0.54
H 1.346 -9.811 1.330 -0.09
H 1.709 -10.283 -0.350 0.03
C -1.330 6.088 -2.291 -0.99
Cl -0.152 7.387 -2.531 0.51
Cl -2.927 6.557 -2.892 0.55
H -1.002 5.209 -2.833 -0.02
H -1.400 5.864 -1.232 0.01
C 3.950 0.453 -4.054 -1.02
Cl 5.627 0.662 -4.581 0.50
Cl 3.783 -0.896 -2.924 0.55
H 3.620 1.361 -3.566 -0.03
H 3.333 0.255 -4.921 -0.04
C 4.434 -9.889 2.853 -0.98
Cl 3.848 -11.531 3.144 0.51
Cl 3.147 -8.836 2.252 0.57
H 4.809 -9.481 3.784 0.03
H 5.225 -9.926 2.114 0.03
C 6.625 -2.782 -1.811 -1.02
Cl 7.386 -1.335 -1.146 0.51
Cl 6.768 -4.157 -0.700 0.53
H 5.575 -2.579 -1.983 -0.04
H 7.112 -3.037 -2.745 0.03
C 2.400 -6.569 5.675 -0.96
Cl 3.333 -5.881 4.345 0.43
Cl 2.110 -5.382 6.958 0.59
H 1.443 -6.906 5.293 0.03
H 2.952 -7.403 6.094 0.02
C -7.561 3.595 -6.272 -1.04
Cl -9.197 4.206 -5.979 0.52
Cl -7.378 1.933 -5.705 0.51
H -7.365 3.624 -7.338 0.02
H -6.854 4.224 -5.745 -0.02
C 5.520 4.847 3.488 -1.01
Cl 4.658 4.018 2.192 0.53
Cl 4.568 4.885 4.981 0.55
H 6.449 4.323 3.683 0.02
H 5.722 5.867 3.181 0.02
C -11.602 2.350 -3.720 -1.03
Cl -11.714 3.069 -2.109 0.50
Cl -13.184 2.266 -4.509 0.49
H -10.943 2.958 -4.327 -0.05
H -11.206 1.345 -3.626 0.03
C 6.564 -3.611 2.894 -1.00
Cl 6.058 -1.960 3.262 0.52
Cl 5.391 -4.801 3.481 0.45
H 6.654 -3.715 1.819 -0.06
H 7.517 -3.798 3.374 0.02
C -4.597 9.093 -1.039 -1.06
Cl -3.338 8.868 0.176 0.50
Cl -5.407 10.659 -0.867 0.49
H -4.143 9.041 -2.022 -0.01
H -5.334 8.306 -0.926 0.02
C 2.613 0.307 -8.209 -1.02
Cl 4.281 0.536 -8.746 0.50
Cl 2.465 -1.058 -7.095 0.53
H 2.284 1.206 -7.699 -0.03
H 1.990 0.117 -9.075 0.02
```

***

5.
DFT (wB97M-V/def2-TZVPD) results for C26H54Cl3N5O4PPdSi as an isolated structure.

The charge is -1. Its spin multiplicity is 3. The HOMO-LUMO gap (spin up / spin down) comes out at 4.86 / 5.46 eV.

```
95
Properties=species:S:1:pos:R:3:mulliken_spin:R:1
C -2.718 7.444 -2.090 0.00
C -1.671 8.515 -2.272 0.00
H -3.506 7.789 -1.417 0.00
H -2.261 6.521 -1.699 0.00
H -3.194 7.184 -3.066 0.00
C -1.825 9.809 -2.042 0.00
C -3.101 10.471 -1.613 0.00
H -0.973 10.496 -2.202 0.00
H -3.641 9.885 -0.868 0.00
H -3.767 10.680 -2.462 0.00
H -2.855 11.454 -1.167 0.00
Pd 0.337 0.219 -0.112 0.78
Cl -0.131 -1.300 -2.183 0.12
Cl -1.335 1.921 -0.944 0.09
H 3.895 -3.595 1.051 0.00
H 2.089 -5.612 0.400 0.00
C 3.135 -3.366 1.803 0.00
C 1.440 -5.087 1.111 0.00
N 1.885 -3.659 1.234 0.00
H 3.151 -2.306 2.046 0.00
C 1.191 -2.582 0.844 0.00
O 1.583 -1.450 0.916 0.02
H 0.447 -5.083 0.688 0.00
H 0.228 -2.971 0.470 0.02
H 3.243 -3.989 2.708 0.00
H 1.379 -5.546 2.106 0.00
H -3.042 2.461 2.897 0.00
H -1.077 3.936 1.781 0.00
C -2.296 2.039 3.585 0.00
C -0.551 3.579 2.680 0.00
N -0.968 2.230 3.042 0.00
H -2.460 0.964 3.696 0.00
C -0.205 1.184 2.640 0.01
O 0.677 1.325 1.776 0.00
H 0.541 3.601 2.509 0.00
H -0.347 0.249 3.233 0.00
H -2.354 2.553 4.546 0.00
H -0.804 4.232 3.521 0.00
O 0.501 7.664 -1.620 0.00
C -0.306 7.998 -2.749 0.00
C 1.369 9.887 -3.148 0.00
C 0.400 9.012 -3.653 0.00
H 1.655 9.821 -2.087 0.00
C 1.950 10.825 -4.015 0.00
H -0.494 7.083 -3.332 0.00
C -0.020 9.074 -4.997 0.00
H 2.716 11.498 -3.620 0.00
C 1.549 10.887 -5.358 0.00
C 0.562 10.015 -5.850 0.00
H -0.815 8.385 -5.323 0.00
H 2.009 11.621 -6.032 0.00
H 0.240 10.056 -6.897 0.00
Si 1.566 6.379 -1.471 0.00
Cl -2.094 -0.338 1.527 -0.01
C 2.778 6.898 -0.154 0.00
C 2.410 6.089 -3.127 0.00
C 0.598 4.873 -0.956 0.00
H 3.126 7.924 -0.325 0.00
H 3.641 6.219 -0.166 0.00
H 2.298 6.850 0.831 0.00
H 0.096 5.025 0.006 0.00
H 1.275 4.014 -0.848 0.00
H -0.163 4.578 -1.687 0.00
H 2.818 7.018 -3.544 0.00
H 1.726 5.650 -3.864 0.00
H 3.240 5.385 -2.970 0.00
C -0.667 -3.276 2.863 0.05
N -1.925 -3.322 2.178 0.52
C -2.827 -2.674 3.089 0.03
P -2.179 -3.229 0.042 0.22
O -1.216 -1.734 -0.439 0.07
N -1.320 -4.702 -0.161 -0.01
C -0.527 -5.072 -1.374 0.00
C -1.705 -5.729 0.821 0.01
N -3.151 -3.405 -1.378 0.04
C -2.782 -2.860 -2.690 0.02
C -3.755 -4.754 -1.513 0.01
H -0.899 -3.325 3.928 0.01
H -0.140 -2.335 2.695 0.01
H -0.035 -4.183 2.615 -0.02
H -2.457 -1.674 3.360 -0.01
H -3.883 -2.526 2.713 -0.01
H -2.842 -3.311 3.979 0.01
H 0.275 -4.337 -1.557 0.00
H -0.071 -6.039 -1.188 0.00
H -1.091 -5.149 -2.329 0.00
H -0.978 -5.737 1.628 0.00
H -2.714 -5.478 1.227 0.00
H -1.763 -6.687 0.305 0.00
H -1.767 -3.233 -2.913 0.00
H -3.454 -3.260 -3.469 0.00
H -2.767 -1.777 -2.725 0.00
H -2.905 -5.463 -1.615 0.00
H -4.346 -5.010 -0.630 -0.01
H -4.367 -4.783 -2.422 0.00
```